{
  "formula": "C2H8NO",
  "method": "ωB97M-V/def2-TZVPD",
  "symbols": ["O", "N", "C", "C", "H", "H", "H", "H", "H", "H", "H", "H"],
  "positions_angstrom": [[0.822154, -2.107924, 0.466483], [-0.712502, -0.017689, -0.259370], [-0.912845, 0.795474, 0.992581], [0.452101, 0.450911, -1.131337], [0.834330, -2.907991, -0.066150], [-0.066852, -0.825658, 0.135394], [0.365184, 1.526082, -1.357562], [-1.094915, 1.869635, 0.732238], [0.552183, -0.308490, -2.065324], [1.440350, 0.373508, -0.545897], [0.029641, 0.787948, 1.630040], [-1.708829, 0.364193, 1.468904]],
  "forces_ev_per_angstrom": [[0.2920, 0.1169, 0.3570], [2.5948, -0.0188, 0.4566], [3.5815, 1.3817, -2.6525], [0.2811, -1.0010, 0.4068], [-0.1044, 0.0762, -0.0807], [-1.7279, -0.6994, -0.5234], [-0.2169, -0.3077, -0.6793], [-0.1918, -0.6380, 0.2658], [-0.3452, 2.1259, 2.0873], [-1.1681, -0.1366, -0.7915], [-1.0128, -0.0580, -0.3612], [-1.9822, -0.8412, 1.5150]],
  "e_above_lowest_kj_mol": 126.5,
  "homo_energy_ev": -2.8,
  "energy_ev": -5739.86243,
  "total_charge": -1,
  "multiplicity": 1
}